Entry 1:
{
  "formula": "C3H7NO3",
  "method": "the ωB97M-V functional and the def2-TZVPD basis",
  "lumo_ev": [-4.0, -10.2],
  "total_charge": 1,
  "orbital_gap_ev": [11.429, 5.141],
  "de_lowest_kj_mol": 274.1,
  "homo_energy_ev": [-15.3816, -15.3053],
  "spin_multiplicity": 2,
  "symbols": ["O", "C", "O", "C", "C", "O", "N", "H", "H", "H", "H", "H", "H", "H"],
  "coordinates": [[1.8658, 0.8682, -1.4703], [1.3295, 0.3857, -0.5270], [1.9800, -0.5387, 0.2497], [-0.0638, 0.5338, 0.0307], [-0.7119, -0.9308, 0.2500], [-0.9781, -0.9344, 1.6625], [-0.7870, 1.1240, -1.1553], [2.8851, -0.1937, 0.3426], [-0.5025, 0.9981, 0.9121], [-0.1613, -1.8458, 0.0455], [-1.6663, -1.0340, -0.2870], [-0.8977, -1.8709, 1.9015], [-0.5169, 2.1182, -1.0385], [-1.7748, 1.3202, -0.9167]],
  "atomic_forces_ev_per_a": [[-1.36, 0.92, -0.39], [2.28, -1.49, 2.30], [-0.31, 1.28, 0.28], [-1.81, -3.70, -4.32], [-0.47, -0.02, 1.94], [0.20, -0.72, -0.87], [-0.59, 3.58, 4.37], [0.22, -0.66, -0.24], [0.53, 0.70, 0.40], [0.74, 0.59, -0.63], [0.20, 0.61, -0.18], [-0.18, 0.43, 0.57], [1.08, -0.03, -2.19], [-0.54, -1.49, -1.02]],
  "mulliken_charge": [-0.41, 0.38, -0.42, 0.13, -0.48, -0.50, -0.29, 0.37, 0.47, 0.40, 0.27, 0.34, 0.37, 0.37]
}

***

Entry 2:
{
  "formula": "CHN5O",
  "method": "the ωB97M-V functional and the def2-TZVPD basis",
  "lumo_ev": 1.0,
  "orbital_gap_ev": 12.077,
  "de_lowest_kj_mol": 48.1,
  "homo_energy_ev": -11.0375,
  "symbols": ["C", "N", "N", "N", "N", "N", "O", "H"],
  "coordinates": [[0.4545, 1.6555, 0.0302], [-1.5426, 2.5451, -0.1130], [-2.5843, 2.7444, 0.1640], [3.1217, -1.0725, 0.9695], [3.5672, -0.0883, 1.2103], [1.0404, 2.2385, -0.8283], [0.0679, 0.8998, 0.8136], [0.7935, 2.9789, -1.4028]],
  "atomic_forces_ev_per_a": [[1.21, -1.05, -0.35], [-2.81, 1.11, 0.07], [0.98, -0.22, -0.23], [1.06, 2.34, 0.57], [-1.07, -2.33, -0.57], [1.41, -0.50, 0.18], [-0.22, -0.62, 1.17], [-0.54, 1.27, -0.83]],
  "mulliken_charge": [0.70, 0.20, -0.29, 0.00, 0.00, -0.47, -0.41, 0.26]
}

***

Entry 3:
{
  "formula": "C10H13NO",
  "method": "the ωB97M-V functional and the def2-TZVPD basis",
  "lumo_ev": [0.3, 0.3],
  "orbital_gap_ev": [7.307, 7.311],
  "de_lowest_kj_mol": 384.9,
  "homo_energy_ev": [-7.0368, -7.0388],
  "symbols": ["C", "C", "C", "C", "C", "C", "C", "C", "C", "C", "N", "O", "H", "H", "H", "H", "H", "H", "H", "H", "H", "H", "H", "H", "H"],
  "coordinates": [[-2.0777, 1.0798, 1.1351], [-1.4816, 1.9767, 0.1946], [-1.7026, -0.2628, 1.2581], [-0.5265, 1.5675, -0.6165], [1.1276, -0.3112, 1.3915], [-0.7182, -0.8596, 0.4492], [0.0841, 0.1841, -0.5629], [-0.6734, -2.3356, 0.2584], [0.3552, -0.5126, -1.9703], [2.4595, 0.9757, -0.1251], [1.3069, 0.2159, 0.1972], [1.6711, -0.4770, 2.4548], [-2.8498, 1.4721, 1.8076], [-2.0104, 2.9502, 0.1555], [-2.1432, -0.9392, 2.0465], [-0.2559, 2.2969, -1.3749], [-0.1041, -2.7792, -0.5997], [-1.7513, -2.5605, 0.0779], [-0.4139, -2.7825, 1.1424], [0.7032, -1.5936, -1.7882], [1.1756, 0.0005, -2.3834], [-0.4465, -0.5939, -2.5006], [2.1601, 1.7083, -0.8160], [2.8488, 1.2443, 0.7587], [3.2630, 0.3355, -0.5901]],
  "atomic_forces_ev_per_a": [[-0.22, -2.31, 1.63], [-1.73, 0.02, 0.84], [-1.65, 1.56, 0.89], [0.54, 0.30, -1.34], [-2.59, -2.02, 0.99], [4.85, 2.69, 0.05], [-1.42, -2.54, -0.37], [-2.22, 0.40, -2.87], [4.40, -1.00, 5.71], [0.84, -2.60, -2.86], [0.26, -0.21, 0.46], [-0.49, 0.63, -2.04], [0.36, -0.24, -0.24], [0.94, -0.44, -0.35], [0.15, 0.98, -0.93], [0.48, -0.41, -0.28], [-0.37, 0.73, 1.01], [0.62, -0.62, -0.05], [0.78, -1.33, 2.15], [-0.27, 1.77, -0.15], [0.77, 0.67, -1.21], [-4.85, 0.09, -3.53], [0.09, 1.44, -0.53], [1.55, 1.98, 2.95], [-0.81, 0.48, 0.08]],
  "mulliken_charge": [-0.44, -0.49, -0.58, -0.93, 0.50, 0.64, 1.38, -1.65, -1.78, -1.07, 0.06, -0.57, 0.35, 0.35, 0.31, 0.37, 0.30, 0.40, 0.41, 0.34, 0.45, 0.54, 0.39, 0.48, 0.26]
}

***

Entry 4:
{
  "formula": "C24H29BNO4",
  "method": "the ωB97M-V functional and the def2-TZVPD basis",
  "lumo_ev": -5.3,
  "total_charge": 1,
  "orbital_gap_ev": 4.573,
  "de_lowest_kj_mol": 0.0,
  "homo_energy_ev": -9.8906,
  "symbols": ["C", "C", "C", "C", "C", "B", "O", "C", "C", "N", "C", "C", "C", "O", "O", "H", "H", "H", "H", "H", "H", "H", "H", "H", "H", "H", "H", "H", "H", "H", "H", "C", "O", "C", "C", "C", "C", "C", "C", "C", "C", "C", "C", "C", "C", "C", "H", "H", "H", "H", "H", "H", "H", "H", "H", "H", "H", "H", "H"],
  "coordinates": [[-5.3204, 0.7562, 2.1204], [-4.3574, -0.2183, 1.6626], [-4.4047, -1.5585, 1.3935], [-3.0675, -1.9331, 1.0455], [-2.2626, -0.8199, 1.1620], [-0.6840, -0.5563, 1.2684], [-0.2980, 0.7022, 0.7093], [-0.6092, 1.7690, 1.6140], [-0.6135, 1.2457, 3.0504], [-0.5850, -0.2467, 2.9814], [-1.5200, -0.8734, 3.9510], [0.7644, -0.8423, 3.2014], [0.8473, -2.0281, 2.2511], [0.1800, -1.6600, 1.0305], [-3.0691, 0.2326, 1.4979], [-6.3264, 0.3424, 2.0498], [-5.1661, 1.0176, 3.1740], [-5.2993, 1.6745, 1.5292], [-5.2753, -2.2105, 1.4514], [-2.7429, -2.9220, 0.7525], [0.1624, 2.5402, 1.4796], [-1.5884, 2.2151, 1.3622], [0.2596, 1.6125, 3.6011], [-1.5122, 1.5720, 3.5804], [-1.0350, -0.8820, 4.9416], [-2.4475, -0.2962, 4.0506], [-1.7641, -1.9113, 3.6818], [1.5016, -0.0658, 2.9850], [0.9077, -1.1251, 4.2470], [1.8864, -2.2955, 2.0097], [0.3370, -2.9029, 2.6907], [3.5458, -1.6263, -4.9788], [3.9492, -2.1198, -3.6962], [3.4884, -1.4825, -2.5866], [4.0987, -1.8730, -1.3683], [3.6935, -1.2872, -0.1994], [2.6787, -0.2911, -0.1807], [2.5324, 0.3577, 1.0835], [2.6016, 1.7671, 1.2864], [2.5754, 2.3524, 2.5985], [2.4762, 3.7320, 2.7499], [2.4076, 4.5631, 1.6256], [2.5614, 4.0222, 0.3441], [2.7026, 2.6538, 0.1767], [1.9974, 0.0128, -1.3899], [2.4182, -0.5406, -2.5934], [4.1673, -2.1910, -5.6719], [2.4847, -1.8382, -5.1461], [3.7409, -0.5507, -5.0712], [4.8777, -2.6388, -1.3837], [4.2092, -1.5286, 0.7301], [2.9732, -0.2465, 1.8812], [2.6580, 1.6990, 3.4721], [2.4109, 4.1626, 3.7548], [2.1761, 5.6163, 1.7370], [2.5318, 4.6513, -0.5503], [2.8883, 2.2371, -0.8162], [1.1446, 0.6971, -1.3632], [1.9409, -0.2690, -3.5457]],
  "atomic_forces_ev_per_a": [[-1.12, 0.78, 0.47], [1.09, -1.39, -0.54], [0.01, 0.64, 0.01], [0.67, 0.37, 0.13], [-0.62, -1.53, -0.75], [-2.27, -0.35, -0.02], [0.79, 0.78, 1.01], [-0.11, 0.34, -1.09], [0.13, -0.15, 0.36], [0.78, 0.11, 0.39], [-0.30, -0.16, 0.44], [0.08, 0.35, 0.18], [-0.40, -0.16, -0.78], [0.59, -0.01, 1.09], [-0.47, 0.17, 0.45], [0.01, 0.02, -0.02], [0.05, 0.09, -0.11], [0.06, -0.03, 0.04], [0.28, 0.35, -0.08], [0.07, 0.10, 0.10], [-0.26, -0.08, 0.08], [0.41, -0.26, 0.08], [-0.20, -0.13, 0.02], [0.17, -0.15, -0.10], [-0.20, 0.06, -0.31], [0.25, -0.25, -0.38], [0.14, 0.45, -0.15], [-0.35, -0.32, 0.04], [-0.05, -0.04, -0.05], [-0.19, -0.06, 0.22], [0.30, 0.19, -0.13], [-0.05, -0.15, -0.01], [-0.41, 1.01, 1.34], [-0.03, -0.51, -0.54], [-0.02, 0.02, -0.28], [-0.12, -0.28, -0.02], [-0.60, -0.09, 0.45], [2.82, 0.14, -1.41], [-0.64, 1.10, 0.33], [0.24, -0.16, -0.69], [0.00, -0.30, 0.24], [-0.29, -0.44, -0.28], [-0.04, -0.02, -0.09], [-0.37, -0.30, 0.14], [0.38, 0.29, -0.47], [0.23, -0.08, 0.15], [-0.21, 0.18, -0.09], [0.17, 0.02, -0.08], [0.01, -0.24, 0.03], [-0.23, 0.36, -0.07], [-0.18, -0.10, -0.20], [-0.52, 0.17, 0.05], [-0.21, 0.27, -0.24], [0.07, -0.17, -0.43], [0.28, -0.03, 0.06], [0.14, -0.10, 0.46], [-0.16, 0.21, 0.36], [0.25, -0.32, 0.05], [0.13, -0.19, 0.67]],
  "mulliken_charge": [-1.29, 0.42, -0.70, -1.04, 0.56, 0.53, -0.34, -0.41, -0.67, 0.15, -1.05, 0.23, -0.66, -0.36, -0.29, 0.37, 0.26, 0.30, 0.45, 0.58, 0.17, 0.53, 0.39, 0.38, 0.33, 0.34, 0.34, -0.81, 0.63, 0.43, 0.38, -0.84, -0.42, 0.78, -0.94, -0.62, 0.68, -1.10, 0.54, -0.22, -0.66, -0.40, -0.83, -0.19, -0.30, -0.77, 0.26, 0.35, 0.36, 0.45, 0.46, 0.86, 0.47, 0.41, 0.41, 0.41, 0.58, 0.75, 0.41]
}

***

> Which formula does entry 2 have?

CHN5O